100
Properties=species:S:1:pos:R:3:forces:R:3:lowdin_charge:R:1 method="wB97M-V/def2-TZVPD" homo_lumo_gap_ev="6.86 / 7.00" e_above_lowest_ev=1.1431 s_squared=8.755 lumo_energy_ev="2.533 / 2.532" multiplicity=6 homo_energy_ev="-4.3 / -4.5" charge=-1
Mn 0.010 0.164 0.998 0.357 0.214 0.004 0.83
O -0.425 -1.431 4.806 0.054 -0.029 -0.026 0.01
C -0.969 -1.338 3.704 0.175 0.043 0.150 -0.62
O -0.799 -0.390 2.875 -0.238 -0.166 -0.229 -0.13
C -1.952 -2.454 3.337 -0.034 0.014 0.092 -0.12
C -2.464 -3.185 4.412 -0.009 0.034 0.000 -0.03
C -3.399 -4.184 4.228 0.004 0.003 0.016 -0.08
C -3.839 -4.483 2.945 0.004 0.004 -0.010 -0.09
C -3.322 -3.784 1.871 -0.005 0.010 0.006 -0.09
C -2.374 -2.771 2.045 -0.043 0.014 -0.093 -0.27
P -1.702 -1.927 0.555 0.172 0.060 -0.004 1.13
C -3.195 -1.128 -0.124 -0.036 -0.077 -0.006 -0.34
C -3.925 -0.315 0.745 -0.034 -0.034 0.004 -0.08
C -5.004 0.416 0.280 0.005 -0.001 0.003 -0.08
C -5.361 0.359 -1.062 -0.003 -0.003 0.008 -0.11
C -4.621 -0.420 -1.937 0.007 -0.004 0.003 -0.08
C -3.541 -1.160 -1.472 0.024 0.079 -0.002 -0.08
C -1.289 -3.318 -0.564 -0.082 -0.010 -0.014 -0.36
C 0.077 -3.559 -0.707 0.009 -0.022 0.002 -0.10
C 0.533 -4.599 -1.505 0.002 0.025 0.007 -0.07
C -0.370 -5.397 -2.189 -0.018 0.002 -0.007 -0.09
C -1.732 -5.148 -2.080 0.008 -0.001 0.006 -0.09
C -2.188 -4.116 -1.272 0.018 0.019 -0.014 -0.11
H -2.098 -2.930 5.397 0.000 -0.004 0.003 0.11
H -3.788 -4.727 5.081 -0.004 0.000 -0.004 0.10
H -4.578 -5.258 2.780 0.001 0.000 0.002 0.10
H -3.668 -4.027 0.876 0.006 -0.005 -0.018 0.09
H -3.631 -0.246 1.787 -0.008 0.002 -0.001 0.11
H -5.562 1.043 0.965 0.002 0.001 0.002 0.10
H -6.205 0.932 -1.425 0.000 0.000 -0.001 0.10
H -4.873 -0.448 -2.990 0.005 0.000 -0.002 0.10
H -2.955 -1.740 -2.172 -0.013 0.010 0.007 0.08
H 0.787 -2.891 -0.229 -0.010 -0.003 -0.006 0.09
H 1.598 -4.764 -1.612 -0.003 -0.004 -0.001 0.10
H -0.015 -6.198 -2.826 0.001 -0.001 0.003 0.10
H -2.442 -5.754 -2.630 0.001 -0.001 0.001 0.10
H -3.251 -3.919 -1.221 -0.010 -0.004 0.029 0.10
C -4.486 3.933 -2.505 0.002 -0.032 0.002 -0.10
O -3.283 4.115 -3.214 0.079 0.059 0.043 -0.10
C -2.145 3.578 -2.656 -0.167 -0.097 0.044 -0.29
C -0.953 3.869 -3.315 0.151 0.005 0.002 -0.03
C 0.214 3.315 -2.820 -0.107 -0.353 -0.090 -0.03
C 0.239 2.461 -1.719 0.027 0.587 0.218 -0.21
C 1.781 0.509 -1.454 -0.064 0.365 0.051 -0.52
C 3.253 0.189 -1.817 -0.020 -0.043 0.008 -0.02
O 1.477 -0.229 -0.347 -0.361 -0.145 0.027 -0.26
C -0.956 2.263 -0.981 0.131 -0.141 -0.178 -0.35
O -1.002 1.640 0.162 -0.164 -0.035 -0.066 -0.17
C -2.152 2.797 -1.516 -0.003 0.070 0.003 0.05
H -5.251 4.480 -3.055 -0.003 -0.013 -0.006 0.08
H -4.417 4.332 -1.488 -0.004 0.003 -0.002 0.09
H -4.763 2.876 -2.447 0.004 0.007 0.006 0.07
H -0.961 4.508 -4.187 -0.002 -0.006 -0.003 0.10
H 1.156 3.519 -3.318 0.013 0.008 0.029 0.12
H 3.707 0.920 -2.488 -0.002 -0.017 -0.010 0.08
H 3.268 -0.790 -2.296 -0.008 0.004 -0.030 0.09
H 3.836 0.104 -0.903 -0.022 -0.030 0.001 0.06
H -3.056 2.583 -0.963 -0.007 -0.005 -0.012 0.10
C 3.620 4.696 1.233 -0.009 -0.005 -0.023 -0.14
C 2.266 4.849 0.963 -0.003 0.013 0.001 -0.09
C 1.582 3.948 0.169 -0.005 -0.066 0.004 -0.01
C 2.218 2.824 -0.397 0.039 0.009 0.019 -0.18
C 3.584 2.673 -0.095 0.016 0.010 -0.052 -0.03
C 4.261 3.595 0.688 0.004 0.008 0.027 -0.13
N 1.518 1.983 -1.263 -0.145 -0.098 -0.138 0.06
C 0.964 0.089 -2.720 0.496 -0.696 -0.002 -0.13
C -0.035 -0.864 -2.596 -0.144 0.265 -0.001 -0.02
C -0.536 -1.551 -3.696 -0.004 0.070 0.073 -0.08
C -0.040 -1.287 -4.960 -0.029 -0.048 -0.092 -0.11
C 0.925 -0.299 -5.116 -0.036 0.075 0.013 -0.09
C 1.419 0.374 -4.012 -0.183 0.277 0.153 -0.05
H 4.155 5.410 1.846 0.000 0.003 0.000 0.09
H 1.722 5.688 1.381 -0.004 -0.004 0.001 0.10
H 0.530 4.106 -0.011 -0.023 -0.017 -0.006 0.11
H 4.146 1.856 -0.506 0.012 0.059 0.015 0.07
H 5.321 3.444 0.864 -0.005 -0.005 -0.008 0.09
H -0.432 -1.050 -1.611 0.141 -0.108 0.062 0.06
H -1.294 -2.314 -3.552 0.006 -0.003 -0.022 0.09
H -0.401 -1.841 -5.819 -0.012 0.018 -0.002 0.09
H 1.302 -0.057 -6.103 -0.006 -0.004 -0.007 0.09
H 2.149 1.161 -4.160 0.115 -0.085 0.036 0.11
O 1.459 1.214 2.396 -0.041 -0.012 -0.021 0.05
C 2.010 0.528 3.237 0.016 -0.035 0.021 -0.46
C 2.269 -0.947 3.077 0.013 0.003 -0.008 -0.10
C 3.804 -1.111 2.999 0.009 0.006 0.024 -0.17
C 4.534 0.080 2.343 0.000 0.008 0.008 -0.18
C 4.911 1.227 3.300 -0.002 0.012 -0.010 -0.18
C 3.731 2.022 3.873 0.024 0.002 0.002 -0.17
N 2.660 1.117 4.310 0.012 0.019 0.033 0.08
H 1.813 -1.277 2.143 -0.001 -0.008 -0.004 0.10
H 1.828 -1.510 3.900 -0.009 0.026 0.009 0.11
H 4.018 -2.022 2.437 -0.010 0.010 -0.024 0.11
H 4.216 -1.270 4.002 0.007 -0.023 -0.006 0.10
H 3.927 0.465 1.518 0.008 -0.001 -0.003 0.09
H 5.461 -0.288 1.896 0.007 0.002 0.003 0.11
H 5.570 1.925 2.776 0.005 -0.006 0.021 0.09
H 5.498 0.806 4.126 -0.019 -0.019 0.008 0.10
H 3.308 2.689 3.124 -0.012 -0.019 -0.022 0.10
H 4.053 2.631 4.719 -0.007 0.026 -0.011 0.11
H 3.012 0.416 4.950 0.005 -0.015 -0.012 0.12

***

100
Properties=species:S:1:pos:R:3:forces:R:3:lowdin_charge:R:1 method="wB97M-V/def2-TZVPD" homo_lumo_gap_ev="5.14 / 5.83" e_above_lowest_ev=1.2439 s_squared=2.024 lumo_energy_ev="2.097 / 2.081" multiplicity=3 homo_energy_ev="-3.0 / -3.7" charge=-1
W -0.305 0.242 -2.142 -3.482 -0.401 -1.444 1.42
O 0.286 1.992 -1.956 1.072 3.377 0.070 -0.40
C 1.086 2.853 -1.417 -0.114 -0.880 -0.446 -0.37
C 0.583 4.041 -0.882 -0.016 0.716 0.252 0.00
C 1.458 4.952 -0.349 0.267 -0.301 -0.146 -0.06
C 2.851 4.700 -0.379 0.006 0.263 0.138 -0.10
C 3.335 3.534 -0.911 0.089 -0.347 -0.103 -0.06
C 2.458 2.547 -1.421 0.319 0.963 0.854 -0.19
C 2.907 1.342 -2.007 -0.222 -0.837 0.020 -0.13
N 2.166 0.314 -2.327 0.170 0.933 -0.035 -0.07
C 2.630 -0.306 -3.545 0.324 -0.580 -0.085 -0.21
C 1.754 0.298 -4.634 -0.249 0.407 0.123 -0.16
N 0.418 -0.162 -4.232 1.400 2.714 1.671 -0.11
C 0.079 -1.150 -4.896 -1.290 -3.183 -1.893 -0.19
C -0.590 -2.337 -4.417 -0.213 0.268 -0.772 -0.21
C -1.025 -3.308 -5.314 -0.106 -0.236 -0.352 -0.05
C -1.566 -4.489 -4.860 -0.027 -0.027 -0.036 -0.10
C -1.643 -4.717 -3.478 -0.062 -0.183 -0.147 -0.08
C -1.197 -3.782 -2.578 -0.063 -0.299 -0.078 0.01
C -0.691 -2.570 -3.050 -0.096 -0.546 -0.265 -0.40
O -0.313 -1.680 -2.204 0.772 -1.137 1.119 -0.31
H -0.488 4.208 -0.895 0.053 -0.111 -0.014 0.10
H 1.075 5.867 0.084 0.066 0.026 0.036 0.10
H 3.541 5.434 0.021 -0.059 -0.033 -0.007 0.09
H 4.407 3.343 -0.941 -0.108 0.053 0.052 0.11
H 3.970 1.280 -2.257 0.049 0.207 -0.182 0.13
H 2.477 -1.387 -3.530 -0.003 -0.068 0.045 0.12
H 3.682 -0.098 -3.743 0.211 0.018 0.019 0.11
H 2.019 -0.074 -5.622 0.033 -0.053 -0.134 0.11
H 1.836 1.376 -4.614 -0.012 0.326 0.045 0.12
H 0.446 -1.192 -5.923 0.111 -0.435 -0.150 0.13
H -0.951 -3.107 -6.381 -0.001 -0.056 0.118 0.11
H -1.928 -5.230 -5.561 0.011 -0.013 0.030 0.09
H -2.062 -5.644 -3.108 -0.031 -0.034 -0.035 0.10
H -1.263 -3.936 -1.510 0.001 0.053 0.039 0.12
S -2.365 2.113 -1.596 0.378 -0.327 0.108 0.65
C -3.879 1.307 -1.836 -0.324 0.231 0.293 -0.72
C -5.063 1.632 -1.157 -0.028 -0.029 -0.045 -0.12
C -6.245 0.944 -1.412 0.179 0.043 -0.013 -0.13
C -6.267 -0.087 -2.350 0.114 0.044 -0.032 -0.13
C -5.096 -0.420 -3.023 -0.057 0.061 0.027 -0.14
C -3.911 0.275 -2.772 -0.224 -0.213 -0.231 -0.72
S -2.441 -0.114 -3.625 0.495 -0.212 -0.003 0.68
H -5.039 2.433 -0.423 -0.014 -0.116 -0.070 0.09
H -7.149 1.204 -0.870 0.034 0.010 -0.012 0.08
H -7.186 -0.629 -2.554 0.085 0.038 0.032 0.08
H -5.090 -1.220 -3.758 0.018 0.051 0.092 0.09
C 2.617 -4.991 3.758 -0.059 0.123 -0.068 -0.06
C 2.231 -3.684 3.100 0.054 -0.134 0.070 -0.28
C 1.735 -2.621 3.824 -0.052 0.138 0.058 -0.03
C 1.356 -1.402 3.240 -0.012 -0.085 0.067 -0.25
C 0.884 -0.377 4.263 0.126 -0.221 -0.098 -0.05
C 1.469 -1.234 1.843 -0.169 -0.197 0.029 -0.25
As 1.014 0.372 0.663 -0.506 -0.794 0.880 1.38
N -0.598 -0.113 -0.124 0.427 0.108 0.874 -0.40
C -1.638 -0.842 0.477 0.320 0.377 -0.159 -0.34
C -2.669 -1.386 -0.304 -0.105 -0.151 0.339 -0.06
C -3.721 -2.081 0.275 0.091 0.046 -0.053 -0.08
C -3.787 -2.264 1.652 -0.003 -0.018 0.034 -0.12
C -2.779 -1.720 2.437 0.081 0.064 -0.021 -0.10
C -1.726 -1.020 1.860 -0.258 -0.097 0.075 -0.06
C 0.847 1.783 2.049 0.143 0.109 -0.126 -0.29
C -0.236 2.610 2.374 -0.055 0.174 0.085 -0.26
C -1.630 2.475 1.809 0.169 -0.135 0.179 -0.07
C -0.038 3.646 3.298 -0.013 -0.021 -0.030 -0.02
C 1.187 3.902 3.891 -0.117 0.099 0.057 -0.28
C 1.367 5.013 4.901 -0.016 -0.066 -0.090 -0.06
C 2.256 3.099 3.521 0.206 0.034 0.123 -0.04
C 2.110 2.063 2.613 0.224 -0.104 0.095 -0.31
C 3.363 1.262 2.291 -0.053 0.389 -0.010 -0.07
C 2.012 -2.315 1.106 0.044 0.015 0.033 -0.27
C 2.269 -2.244 -0.378 0.203 -0.136 0.240 -0.08
C 2.370 -3.502 1.732 0.055 -0.087 -0.047 -0.03
H 2.508 -4.932 4.843 0.005 0.007 -0.072 0.07
H 3.655 -5.254 3.534 -0.069 0.028 0.009 0.07
H 1.988 -5.813 3.401 0.043 0.083 0.022 0.08
H 1.624 -2.724 4.904 0.003 0.010 -0.116 0.11
H 0.316 -0.885 5.049 0.073 0.022 -0.078 0.08
H 0.272 0.412 3.860 -0.176 0.135 -0.124 0.05
H 1.745 0.107 4.738 -0.061 -0.030 -0.072 0.09
H -2.655 -1.245 -1.365 0.013 -0.037 -0.257 0.04
H -4.505 -2.474 -0.367 0.078 0.070 0.039 0.10
H -4.612 -2.806 2.104 0.072 0.054 -0.043 0.09
H -2.812 -1.827 3.518 0.018 -0.001 -0.070 0.09
H -0.971 -0.588 2.487 0.119 0.102 0.169 0.06
H -1.654 1.989 0.843 0.024 -0.147 -0.134 -0.02
H -2.079 3.462 1.677 0.025 -0.025 0.043 0.08
H -2.275 1.902 2.483 0.064 0.001 -0.013 0.09
H -0.892 4.272 3.551 0.059 -0.038 -0.014 0.11
H 0.431 5.552 5.059 0.038 -0.019 -0.007 0.07
H 2.122 5.733 4.570 -0.058 -0.064 0.012 0.07
H 1.695 4.617 5.867 -0.022 0.018 -0.070 0.07
H 3.240 3.279 3.959 -0.156 -0.027 -0.068 0.12
H 4.065 1.309 3.127 -0.025 0.071 -0.016 0.08
H 3.860 1.675 1.410 0.000 0.020 -0.044 0.07
H 3.166 0.217 2.093 0.067 -0.118 0.050 0.03
H 2.970 -1.451 -0.622 0.126 0.119 -0.003 0.06
H 1.366 -2.051 -0.930 -0.400 0.072 -0.218 0.03
H 2.679 -3.192 -0.733 0.014 0.030 0.029 0.08
H 2.778 -4.309 1.126 -0.056 0.089 0.060 0.11